The following is a DFT calculation (wB97M-V/def2-TZVPD) of a structure of composition C32H78ClFN2O16Sr2.

```
132
Properties=species:S:1:pos:R:3:lowdin_charge:R:1
Sr -0.536 1.437 1.999 1.60
Sr 2.643 -0.835 -1.214 1.32
C -5.035 0.471 5.121 -0.07
C -3.795 -0.449 5.043 -0.47
C -4.349 -1.794 5.646 -0.15
C -5.208 -2.538 4.641 -0.20
C -4.344 -3.059 3.485 -0.13
C -3.701 -1.827 2.713 -0.42
N -3.203 -0.692 3.650 -0.17
O -2.953 0.513 2.967 -0.37
C -4.843 -1.268 1.820 -0.05
C -2.497 -2.451 1.979 -0.04
C -2.709 0.105 5.974 -0.05
H -5.841 0.302 4.408 0.07
H -4.843 1.514 4.870 0.07
H -5.592 0.523 6.057 0.07
H -4.976 -1.573 6.509 0.11
H -3.464 -2.320 6.004 0.11
H -6.072 -1.949 4.333 0.10
H -5.862 -3.266 5.120 0.10
H -5.144 -3.439 2.849 0.10
H -3.650 -3.895 3.572 0.11
H -5.813 -0.866 2.111 0.07
H -5.129 -2.071 1.141 0.07
H -4.424 -0.398 1.314 0.05
H -2.749 -3.370 1.449 0.08
H -1.684 -2.754 2.637 0.07
H -2.044 -1.764 1.264 0.06
H -2.972 0.243 7.022 0.09
H -2.379 1.060 5.564 0.07
H -1.789 -0.474 5.886 0.06
C -2.087 -3.017 -1.797 -0.06
C -1.191 -3.064 -3.003 -0.45
C -2.128 -3.551 -4.224 -0.14
C -1.465 -3.380 -5.567 -0.20
C -1.189 -1.914 -5.662 -0.18
C -0.173 -1.340 -4.666 -0.46
N -0.655 -1.701 -3.303 -0.17
O 0.139 -1.239 -2.210 -0.36
C -0.099 0.217 -4.838 -0.03
C 1.214 -1.997 -4.992 -0.03
C -0.055 -4.166 -2.847 -0.02
H -1.599 -2.601 -0.916 0.06
H -2.373 -4.043 -1.565 0.08
H -3.032 -2.490 -1.927 0.09
H -3.132 -3.130 -4.160 0.11
H -2.263 -4.614 -4.025 0.11
H -2.269 -3.585 -6.273 0.12
H -0.504 -3.874 -5.711 0.10
H -2.117 -1.343 -5.708 0.12
H -0.778 -1.762 -6.660 0.11
H 0.117 0.469 -5.876 0.08
H 0.723 0.626 -4.251 0.04
H -1.011 0.729 -4.531 0.08
H 1.988 -1.600 -4.335 0.04
H 1.678 -1.459 -5.819 0.08
H 1.238 -3.084 -5.079 0.07
H 0.815 -3.756 -2.334 0.04
H 0.229 -4.620 -3.797 0.07
H -0.299 -4.959 -2.140 0.07
Cl 5.630 -0.729 -0.875 -0.37
F 1.504 0.342 0.782 -0.65
C 5.657 2.283 1.206 -0.25
C 5.416 3.623 0.418 -0.19
O 4.028 3.888 0.480 -0.11
O 5.818 2.548 2.550 -0.05
H 6.641 1.951 0.876 0.12
H 4.841 1.579 1.042 0.09
H 5.550 3.444 -0.649 0.09
H 5.925 4.501 0.815 0.13
H 3.721 4.795 0.541 0.09
H 4.990 2.914 2.868 0.07
C 0.958 4.713 2.042 -0.19
C 1.397 4.025 3.391 -0.17
O 0.485 2.982 3.793 -0.15
O 0.451 3.806 1.097 -0.15
H 1.677 5.430 1.647 0.12
H -0.010 5.212 2.092 0.13
H 1.542 4.791 4.152 0.12
H 2.410 3.623 3.365 0.11
H 0.454 3.089 4.746 0.10
H 0.492 4.286 0.267 0.05
C 1.817 -1.670 3.762 -0.25
C 0.616 -1.144 4.522 -0.22
O -0.074 -0.150 3.775 -0.23
O 2.812 -0.739 3.446 -0.05
H 1.366 -2.025 2.835 0.12
H 2.338 -2.377 4.407 0.13
H 1.044 -0.623 5.378 0.12
H -0.042 -1.959 4.823 0.13
H -0.929 -0.124 4.211 0.02
H 2.541 -0.342 2.616 0.04
C 3.739 -4.100 -1.420 -0.16
C 3.116 -3.923 0.036 -0.14
O 1.907 -3.117 -0.147 -0.19
O 3.579 -2.922 -2.295 -0.26
H 3.356 -4.930 -2.014 0.11
H 4.808 -4.302 -1.356 0.11
H 3.800 -3.386 0.692 0.11
H 2.860 -4.862 0.527 0.12
H 1.211 -3.694 -0.470 0.07
H 4.009 -2.996 -3.150 0.10
C 0.872 4.159 -2.367 -0.18
C 0.250 4.238 -3.793 -0.23
O 0.842 5.361 -4.375 -0.07
O 0.229 5.211 -1.584 -0.08
H 1.953 4.290 -2.420 0.10
H 0.688 3.139 -2.028 0.12
H -0.834 4.294 -3.886 0.13
H 0.490 3.417 -4.467 0.10
H 1.774 5.289 -4.594 0.09
H 0.305 6.069 -2.009 0.09
C 3.372 1.645 -3.676 -0.25
C 3.957 2.284 -2.424 -0.21
O 3.146 1.799 -1.291 -0.18
O 3.692 0.296 -3.596 -0.12
H 3.684 2.144 -4.593 0.13
H 2.293 1.794 -3.733 0.09
H 3.884 3.371 -2.465 0.10
H 5.023 2.086 -2.319 0.10
H 3.381 2.236 -0.469 0.04
H 4.553 0.160 -3.998 0.11
C -2.193 1.252 -0.875 -0.22
C -2.261 2.804 -0.473 -0.15
O -2.372 3.049 0.980 -0.17
O -1.193 0.603 -0.205 -0.19
H -2.120 1.216 -1.962 0.13
H -3.224 1.019 -0.607 0.12
H -3.051 3.381 -0.953 0.12
H -1.358 3.383 -0.670 0.08
H -3.254 3.382 1.163 0.09
H -0.747 0.047 -0.848 0.05
```

Output
charge	0
LUMO	-0.20	eV
DFT total energy	-87098.789	eV
E_HOMO	-5.48	eV
F_max	4.32	eV Å⁻¹